# 1
8
Properties=species:S:1:pos:R:3:lowdin_charge:R:1 method="wB97M-V/def2-TZVPD" max_force_ev_per_a=3.31 multiplicity=1 homo_lumo_gap_ha=0.307 relative_energy_kcal_mol=83.3 energy_ev=-15398.6369
C -0.723 -0.399 -0.236 -0.3102
N 0.302 0.644 -0.564 -0.3297
N 0.387 -0.747 -0.985 -0.0858
O 0.785 -0.086 1.940 -0.5024
P 1.578 0.334 0.817 0.8856
H -0.603 -0.843 0.800 0.0763
H -1.754 -0.396 -0.586 0.1029
H 0.027 1.494 -1.186 0.1632

---

# 2
8
Properties=species:S:1:pos:R:3:lowdin_charge:R:1 method="wB97M-V/def2-TZVPD" max_force_ev_per_a=3.82 multiplicity=1 charge=-1 homo_lumo_gap_ha=0.270 relative_energy_kcal_mol=7.2 energy_ev=-16946.7731
C -1.004 0.187 0.079 -0.2071
N 0.290 0.762 -0.165 -0.1035
N 1.191 -0.142 -0.196 -0.8452
O 1.018 -1.358 -0.314 -0.1940
S 2.859 0.411 -0.011 0.1843
H -1.897 0.998 -0.042 0.1007
H -1.310 -0.716 -0.415 0.0361
H -1.148 -0.140 1.064 0.0286

---

# 3
8
Properties=species:S:1:pos:R:3:lowdin_charge:R:1 method="wB97M-V/def2-TZVPD" max_force_ev_per_a=3.24 multiplicity=1 charge=-1 homo_lumo_gap_ha=0.264 relative_energy_kcal_mol=19.2 energy_ev=-16946.2540
C 0.286 2.086 -1.547 -0.0600
N 0.184 1.168 -0.765 -0.2739
N 0.329 0.618 0.315 -0.4873
O 0.324 -2.295 0.926 -0.2754
S -1.032 0.307 1.339 0.2155
H 0.041 -1.293 0.699 -0.0937
H -0.415 -2.419 1.608 0.0073
H 0.283 1.828 -2.576 -0.0323

---

# 4
8
Properties=species:S:1:pos:R:3:lowdin_spin:R:1 method="wB97M-V/def2-TZVPD" max_force_ev_per_a=3.11 s_squared=2.01 multiplicity=3 charge=+1 homo_lumo_gap_ha="0.294 / 0.332" relative_energy_kcal_mol=7.3 energy_ev=-16935.7830
C -0.483 0.468 0.363 0.0189
N 0.797 0.830 0.305 0.3574
N -0.747 -0.757 -0.026 0.0640
O 0.239 -1.305 -0.858 0.2804
S 1.747 -0.776 -0.417 1.2563
H -1.255 1.139 0.854 0.0167
H 1.244 1.755 0.040 0.0057
H -1.542 -1.353 -0.262 0.0006

---

Copy entry 1 word for word.
8
Properties=species:S:1:pos:R:3:lowdin_charge:R:1 method="wB97M-V/def2-TZVPD" max_force_ev_per_a=3.31 multiplicity=1 homo_lumo_gap_ha=0.307 relative_energy_kcal_mol=83.3 energy_ev=-15398.6369
C -0.723 -0.399 -0.236 -0.3102
N 0.302 0.644 -0.564 -0.3297
N 0.387 -0.747 -0.985 -0.0858
O 0.785 -0.086 1.940 -0.5024
P 1.578 0.334 0.817 0.8856
H -0.603 -0.843 0.800 0.0763
H -1.754 -0.396 -0.586 0.1029
H 0.027 1.494 -1.186 0.1632

---

Repeat the fourth record exactly.
8
Properties=species:S:1:pos:R:3:lowdin_spin:R:1 method="wB97M-V/def2-TZVPD" max_force_ev_per_a=3.11 s_squared=2.01 multiplicity=3 charge=+1 homo_lumo_gap_ha="0.294 / 0.332" relative_energy_kcal_mol=7.3 energy_ev=-16935.7830
C -0.483 0.468 0.363 0.0189
N 0.797 0.830 0.305 0.3574
N -0.747 -0.757 -0.026 0.0640
O 0.239 -1.305 -0.858 0.2804
S 1.747 -0.776 -0.417 1.2563
H -1.255 1.139 0.854 0.0167
H 1.244 1.755 0.040 0.0057
H -1.542 -1.353 -0.262 0.0006